[1]
Below is 2 unconnected molecules or ions with the total composition C9H13N2 at a distorted geometry, with properties calculated with ωB97M-V/def2-TZVPD.

Structure (XYZ):
```
24
Properties=species:S:1:pos:R:3:forces:R:3
H -0.4776 -0.4123 -2.3571 0.1 0.2 -0.2
C 2.0014 1.1948 0.0968 0.3 0.6 -0.1
H 4.1637 1.4232 0.1437 0.1 0.2 -0.1
C 1.9880 -0.9550 0.7314 0.1 -0.5 0.2
H -0.4864 2.0955 0.7964 0.0 -0.2 -0.1
C -2.1628 -0.2392 1.3088 0.4 0.1 -0.1
H -0.7735 1.7058 -0.9119 0.1 -0.1 0.1
N 1.1904 0.1217 0.3986 0.5 0.0 0.4
C -0.9234 -0.7077 1.1921 -0.5 -0.3 0.7
H -2.9542 -0.6807 1.8826 -0.1 -0.2 0.2
N -0.1555 0.0883 0.3148 -0.6 -1.1 -1.6
C -0.6325 -1.1815 -1.6248 0.3 0.8 0.7
H 1.5778 -1.9135 0.9736 -0.1 -0.2 0.1
H 1.6143 2.1498 -0.1889 -0.2 0.2 -0.1
H -2.9555 0.8044 -0.3786 0.0 0.0 -0.1
H 4.1439 -1.1607 0.8769 0.1 -0.2 0.1
C 3.2843 -0.5579 0.6678 -0.3 0.1 -0.1
H -2.8097 1.8009 1.0600 0.1 0.0 -0.1
H 0.1422 -1.9130 -1.4993 0.2 -0.2 0.1
C -2.3307 1.0017 0.4955 0.0 -0.1 -0.1
C -0.8876 1.3392 0.1082 -0.3 1.1 -0.1
H -1.6368 -1.4498 -1.3651 -0.3 -0.1 0.1
H -0.4927 -1.5893 1.6275 0.1 -0.1 0.0
C 3.2937 0.8108 0.2724 -0.3 -0.1 0.0
```
Positions in Å, forces in eV/Å.

Computed properties:
Energy relative to the best compared isomer or geometry (same formula, charge and spin), kJ/mol: 437.78
Charge: +1
E, eV: -12513.0827
Molar mass, g/mol: 149.22
LUMO (alpha / beta), eV: -4.58 / -6.01

[2]
Below is a single C5H7NO molecule, with properties calculated with ωB97M-V/def2-TZVPD.

Structure (XYZ):
```
14
Properties=species:S:1:pos:R:3:forces:R:3
H 2.2198 -1.1599 -0.3294 -0.1 0.1 0.1
N 0.1337 -1.0356 0.0577 0.0 -0.2 0.1
H -0.2085 -0.3202 -2.0374 0.0 0.1 0.1
O 1.5406 1.8453 -0.6632 -0.2 -0.7 0.0
C 1.5191 -0.5318 0.2325 0.2 0.0 0.1
H 1.8811 -0.4225 1.2600 -0.1 0.1 -0.1
C 1.1267 0.7244 -0.5617 0.2 0.5 0.0
H -2.3157 -0.0728 -0.6614 0.1 0.1 0.0
C -0.8367 -0.3230 0.9481 -0.1 0.0 0.3
H -1.6254 1.5028 -0.1581 0.0 -0.2 0.0
H -0.3403 0.3571 1.6559 -0.1 -0.1 -0.1
C -0.1649 -0.0019 -0.9912 -0.1 0.1 -0.3
H -1.4950 -0.9932 1.5058 0.1 0.1 -0.1
C -1.4345 0.4313 -0.2577 -0.1 0.1 0.0
```
Positions in Å, forces in eV/Å.

Computed properties:
Energy relative to the best compared isomer or geometry (same formula, charge and spin), kJ/mol: 227.36
E, eV: -8833.8465
Molar mass, g/mol: 97.12
LUMO, eV: 0.94

[3]
Below is a gas-phase ion, C10H15BrN2OP (charge +1) at a distorted geometry, with properties calculated with ωB97M-V/def2-TZVPD.

Structure (XYZ):
```
30
Properties=species:S:1:pos:R:3:forces:R:3
N 2.4648 1.0470 0.0822 0.3 0.3 0.2
C -0.1197 -0.3862 0.4579 -1.1 -0.2 0.7
H 2.3622 -0.3217 1.8054 0.1 0.8 -0.7
H 2.0345 1.9579 -0.1440 0.2 -0.4 0.3
C 2.0055 0.6670 1.4468 -1.6 1.0 1.9
H 3.0479 -2.3364 1.3967 0.2 -0.5 -0.6
H 3.4778 1.2254 0.1147 -0.3 -0.3 -0.3
C -3.2487 -0.3945 -1.5638 -1.6 0.2 -0.8
H 0.3583 -1.0665 -1.6688 0.1 0.3 1.1
H -4.3740 2.0762 0.6630 0.6 -0.7 -0.3
C -1.5603 -0.0311 -0.0666 -1.2 0.8 0.0
C 0.8585 -0.8517 -0.6867 1.5 0.3 -0.1
H 1.8505 0.7199 -1.9248 0.2 -0.4 1.0
Br 1.6415 -3.7314 -2.0802 0.5 0.9 0.6
C 2.0751 0.1031 -1.0107 -0.2 -0.8 -2.0
C -3.7520 1.3125 0.1584 1.7 -2.7 -2.4
H -0.0306 0.7144 2.4403 0.6 -0.2 -0.8
H 2.3615 1.4797 2.1382 0.0 -1.0 -0.6
H -5.1928 0.7424 -1.4828 1.0 -0.3 0.2
P 1.5623 -2.5565 -0.1419 -0.9 -1.1 0.8
H -0.2851 -1.2896 1.1200 0.2 0.7 -0.7
H 2.9689 -0.5133 -1.2973 -0.7 0.6 0.5
H -2.0257 1.4683 1.4961 -0.3 -0.5 -0.9
N -2.0088 -0.7152 -1.1483 -0.6 1.4 1.0
H -3.6117 -0.9645 -2.4579 0.5 0.5 0.9
H 0.1499 1.7283 0.9580 0.3 -0.7 0.7
C 0.4390 0.7423 1.4294 0.2 -0.1 -1.6
O 3.1421 -2.3435 0.4234 -0.9 0.8 -0.6
C -4.1873 0.5749 -1.0422 1.9 0.5 2.2
C -2.4034 0.9429 0.5856 -0.6 0.5 0.2
```
Positions in Å, forces in eV/Å.

Computed properties:
Charge: +1
E, eV: -94965.4129
Molar mass, g/mol: 290.12
LUMO, eV: -3.30

[4]
Below is a molecular structure, C35H37BN6PdSi at a distorted geometry, with properties calculated with ωB97M-V/def2-TZVPD.

Structure (XYZ):
```
81
Properties=species:S:1:pos:R:3:forces:R:3
H 2.1306 5.7690 -1.9026 0.1 -0.1 -0.2
C 0.1807 1.4260 3.1672 0.1 0.6 -0.2
C 0.1578 2.2233 4.3125 0.0 -0.2 0.0
H -0.0003 5.7883 -3.9429 0.1 -0.1 -0.1
C -2.2796 -3.9718 0.5414 -0.3 -0.1 -0.1
H 5.6940 -0.9268 -3.9838 0.0 0.0 0.0
H 1.3907 7.0429 -0.9410 -0.2 0.1 0.0
H -0.0056 1.7756 5.2843 0.0 -0.1 0.1
C 2.3618 -0.2129 -2.1604 0.0 -0.2 0.2
C 2.3846 -5.2069 1.3729 -0.1 0.1 0.0
Si -0.2737 5.1723 -1.5038 0.1 0.3 0.1
H -4.9165 -2.4850 -2.2778 0.0 -0.1 0.0
C 0.0091 -0.8411 4.3718 0.0 -0.1 -0.1
C -1.5539 5.9240 -0.2766 0.4 -0.4 -0.3
C -3.1151 -1.3794 -1.8658 0.0 0.5 -0.4
C 0.3932 2.0282 1.9300 -0.1 -0.2 0.0
C 2.2703 -3.9663 0.5517 0.3 -0.1 -0.1
C -4.0491 0.4030 -3.7910 0.0 0.1 -0.1
H 0.0171 -0.5444 5.4033 0.0 0.0 0.2
H -0.7042 7.1348 -3.0665 0.1 0.1 0.2
N -1.2591 -3.0840 0.6209 -0.4 -0.9 0.3
H -2.2721 1.5310 -3.3675 0.1 0.1 0.1
H 4.0778 -3.9460 -0.6917 0.1 -0.1 0.0
H -1.4888 7.0074 -0.1778 0.2 0.2 -0.1
C -2.3769 -0.2400 -2.1888 0.1 -0.1 0.2
H -3.3122 -5.7368 1.1109 0.0 0.0 0.0
H -4.4184 1.0965 -4.5378 0.0 0.0 0.0
H -1.5475 -5.8842 1.1665 0.0 -0.1 0.1
C 0.3486 3.5902 4.2212 0.0 0.2 0.2
C 2.8222 0.6528 -3.1328 0.1 0.1 -0.1
C -0.2155 3.3458 -1.4647 -0.1 1.9 -0.5
C 4.2998 -1.5995 -2.5061 -0.1 -0.1 0.2
N -1.4575 -2.0761 -0.2122 -0.3 0.8 -0.7
H -1.4242 -0.0481 -1.6420 -0.6 0.0 -0.6
C -0.0281 -3.4065 4.6484 0.0 0.0 -0.2
H 0.3845 1.3978 1.0167 0.1 0.5 0.4
C -4.7864 -0.7262 -3.4771 -0.2 0.0 -0.1
H -5.7323 -0.9149 -3.9764 0.0 0.0 0.0
B -0.0109 -3.1948 1.5112 0.0 0.8 -0.4
N 1.4445 -2.0709 -0.1954 0.2 0.8 -0.7
C 0.5834 3.3903 1.8470 0.0 0.2 0.1
C 4.7544 -0.7280 -3.4764 0.2 0.0 -0.2
H -0.0325 -3.1882 5.7163 0.0 0.0 0.0
H 1.5488 -5.8821 1.1878 0.0 -0.1 0.1
H 3.3125 -5.7239 1.1282 0.0 0.0 0.0
N 0.0306 -0.7804 2.1397 0.0 1.0 -0.2
C -0.1385 2.1262 -1.2984 0.1 -1.5 0.7
N -0.0109 -2.0442 2.5289 0.0 -0.6 0.8
H 0.7079 5.2524 2.9085 0.0 0.0 0.0
H 0.3273 4.1981 5.1222 0.0 0.0 -0.1
H -1.7026 5.7666 -3.5223 -0.2 -0.1 0.0
C 0.0458 -0.0172 3.2287 0.0 -0.9 0.1
H -0.0121 -4.2402 2.0758 0.0 -0.2 0.2
C 0.5638 4.1804 2.9865 0.0 0.1 -0.1
C 3.1579 -3.4853 -0.3848 -0.1 0.0 0.1
H 4.8877 -2.4746 -2.2618 0.0 -0.1 0.0
C 2.5913 -2.2747 -0.8351 -0.3 -0.6 0.6
C -0.7146 6.0486 -3.1658 0.1 -0.5 0.3
H -1.4245 5.4930 0.7115 0.0 -0.1 0.2
H 0.7297 3.8259 0.8733 0.0 0.0 -0.2
H 1.4115 -0.0084 -1.6052 0.6 0.0 -0.6
C 4.0151 0.3983 -3.7971 0.0 0.1 -0.1
C 1.4348 5.9641 -1.0896 -0.5 -0.4 0.0
H 1.8603 5.5228 -0.1933 0.1 -0.1 0.2
H -0.9090 -3.9997 4.4024 0.0 -0.1 0.1
N 1.2454 -3.0830 0.6310 0.4 -0.9 0.3
H -2.3929 -4.9764 2.4218 0.0 -0.1 0.1
C -2.3873 -5.2156 1.3581 0.1 0.1 0.0
H 2.2477 1.5371 -3.3720 -0.1 0.1 0.1
H 0.8549 -4.0054 4.4199 0.0 -0.1 0.0
H 4.3752 1.0774 -4.5606 0.0 0.1 0.0
C 3.0971 -1.3570 -1.8407 0.0 0.5 -0.4
H -4.0813 -3.9658 -0.7080 -0.2 -0.1 0.0
C -3.1644 -3.4997 -0.4012 0.1 0.0 0.1
Pd 0.0136 -0.0221 -0.3219 -0.2 1.0 -0.3
C -2.8463 0.6437 -3.1411 0.0 0.1 -0.1
C -2.6010 -2.2904 -0.8572 0.3 -0.6 0.7
H 2.3907 -4.9634 2.4357 0.0 -0.1 0.1
C -0.0195 -2.1270 3.8811 0.0 0.1 0.3
H -2.5649 5.6897 -0.6032 -0.1 -0.1 -0.1
C -4.3256 -1.6115 -2.5203 0.1 -0.1 0.2
```
Positions in Å, forces in eV/Å.

Computed properties:
Energy relative to the best compared isomer or geometry (same formula, charge and spin), kJ/mol: 40.91
Charge: -2
E, eV: -57871.6155
Molar mass, g/mol: 687.04
LUMO, eV: 4.28

What is the E in the second record?
-8833.8465 eV

Which value of molar mass does entry 4 give?
687.04 g/mol

Repeat the first record exactly.
Below is 2 unconnected molecules or ions with the total composition C9H13N2 at a distorted geometry, with properties calculated with ωB97M-V/def2-TZVPD.

Structure (XYZ):
```
24
Properties=species:S:1:pos:R:3:forces:R:3
H -0.4776 -0.4123 -2.3571 0.1 0.2 -0.2
C 2.0014 1.1948 0.0968 0.3 0.6 -0.1
H 4.1637 1.4232 0.1437 0.1 0.2 -0.1
C 1.9880 -0.9550 0.7314 0.1 -0.5 0.2
H -0.4864 2.0955 0.7964 0.0 -0.2 -0.1
C -2.1628 -0.2392 1.3088 0.4 0.1 -0.1
H -0.7735 1.7058 -0.9119 0.1 -0.1 0.1
N 1.1904 0.1217 0.3986 0.5 0.0 0.4
C -0.9234 -0.7077 1.1921 -0.5 -0.3 0.7
H -2.9542 -0.6807 1.8826 -0.1 -0.2 0.2
N -0.1555 0.0883 0.3148 -0.6 -1.1 -1.6
C -0.6325 -1.1815 -1.6248 0.3 0.8 0.7
H 1.5778 -1.9135 0.9736 -0.1 -0.2 0.1
H 1.6143 2.1498 -0.1889 -0.2 0.2 -0.1
H -2.9555 0.8044 -0.3786 0.0 0.0 -0.1
H 4.1439 -1.1607 0.8769 0.1 -0.2 0.1
C 3.2843 -0.5579 0.6678 -0.3 0.1 -0.1
H -2.8097 1.8009 1.0600 0.1 0.0 -0.1
H 0.1422 -1.9130 -1.4993 0.2 -0.2 0.1
C -2.3307 1.0017 0.4955 0.0 -0.1 -0.1
C -0.8876 1.3392 0.1082 -0.3 1.1 -0.1
H -1.6368 -1.4498 -1.3651 -0.3 -0.1 0.1
H -0.4927 -1.5893 1.6275 0.1 -0.1 0.0
C 3.2937 0.8108 0.2724 -0.3 -0.1 0.0
```
Positions in Å, forces in eV/Å.

Computed properties:
Energy relative to the best compared isomer or geometry (same formula, charge and spin), kJ/mol: 437.78
Charge: +1
E, eV: -12513.0827
Molar mass, g/mol: 149.22
LUMO (alpha / beta), eV: -4.58 / -6.01